Record 1
DFT (ωB97M-V/def2-TZVPD) results for C12H16NOP in the gas phase.

Structure (XYZ):
```
31
Properties=species:S:1:pos:R:3:forces:R:3
C 3.60312 0.95436 -0.75040 -1.6 2.2 -0.5
C 3.57828 -0.21767 -0.05723 -0.1 -2.3 -0.5
C 2.39443 1.72474 -0.99629 1.7 -1.4 0.5
C 2.35805 -0.83448 0.29214 -1.7 1.0 -0.8
C 1.16858 1.17746 -0.61948 0.7 0.1 -0.3
C 1.14428 -0.09193 -0.03810 0.5 -1.7 1.7
C -2.80370 -1.10945 -3.61712 -3.0 -3.2 -0.5
C 1.16792 1.46984 3.26237 -2.6 0.6 -1.3
C -2.19493 -0.79527 -2.50564 0.7 2.6 2.2
C 0.38881 0.38483 2.99589 3.7 1.1 1.6
C -2.68305 -0.54047 -1.01544 4.1 -6.0 -2.4
C -0.77147 0.13953 2.20300 -1.8 -1.1 -0.5
N -3.21412 -1.79820 -0.44485 -1.1 1.2 0.7
O -1.55322 -0.00346 -0.35307 1.0 -0.2 1.1
P -0.45293 -0.86939 0.58894 0.3 1.0 -0.4
H 4.56466 1.30417 -1.11482 -0.2 0.2 0.0
H 4.51577 -0.80339 -0.07118 -0.6 0.3 0.6
H 2.49653 2.70151 -1.46441 -0.2 -0.2 0.0
H 2.27247 -1.89083 0.69050 0.2 1.5 -0.4
H 0.23926 1.70652 -0.84121 0.2 -0.2 0.2
H -2.34662 -1.34216 -4.57648 0.4 0.8 0.2
H -3.86171 -1.64984 -3.59739 2.0 1.6 0.2
H 2.03995 1.40168 3.80943 1.7 -0.9 1.2
H 1.03717 2.55781 3.06220 -0.7 -1.0 -0.5
H -1.20723 -0.31834 -2.44581 0.1 -0.6 -1.0
H 0.86536 -0.49420 3.42528 -0.2 -0.3 0.0
H -4.12353 -1.54963 0.00531 0.7 -0.4 -0.6
H -3.31548 0.16019 -0.87256 -4.8 4.8 0.0
H -1.17431 1.08653 1.84269 -0.6 -0.2 0.1
H -1.49375 -0.54012 2.83584 0.9 1.5 -1.4
H -2.63859 -1.92035 0.36786 0.4 -0.9 0.5
```
Positions in Å, forces in eV/Å.

As for the relative energy (zero: lowest compared OMol25 entry of this formula, charge and spin): 3.796 eV. The multiplicity is 1. As for the LUMO energy: 0.9 eV. Its gap between HOMO and LUMO is 9.5 eV. As for the structure (SMILES): C=CCP(O[C@H](N)C=C)c1ccccc1.

Table of natural (NBO) atomic charges, one value per atom, all in e:
1 C -0.20
2 C -0.23
3 C -0.20
4 C -0.20
5 C -0.22
6 C -0.34
7 C -0.39
8 C -0.39
9 C -0.20
10 C -0.20
11 C 0.25
12 C -0.74
13 N -0.83
14 O -0.81
15 P 1.06
16 H 0.21
17 H 0.22
18 H 0.22
19 H 0.23
20 H 0.23
21 H 0.21
22 H 0.19
23 H 0.19
24 H 0.19
25 H 0.20
26 H 0.19
27 H 0.35
28 H 0.16
29 H 0.24
30 H 0.24
31 H 0.36

Record 2
DFT (ωB97M-V/def2-TZVPD) results for C12H17Br2N2O5P3 in the gas phase.

Structure (XYZ):
```
41
Properties=species:S:1:pos:R:3:forces:R:3
C -0.26024 -4.72868 -1.95871 0.0 0.2 -0.2
C -0.40011 -3.24019 -2.01622 0.0 0.0 0.1
Br -0.62536 -2.54695 -3.75677 -0.1 0.2 -0.1
C -0.45162 -2.40970 -0.98033 0.1 -0.3 -0.4
Br -0.33554 -3.11734 0.77397 0.1 0.1 0.1
C -0.57321 -0.94541 -1.02628 -0.4 0.2 0.1
C -1.68993 -0.26675 -0.73869 0.2 -0.2 -0.2
P -3.23536 -1.09939 -0.31450 -0.1 -1.1 -0.2
P -3.54567 -0.12118 1.60917 0.0 0.4 0.1
O -2.30377 0.43605 2.15354 0.1 0.0 -0.1
O -4.20260 -1.24675 2.52023 -0.1 0.0 -0.2
O -4.75102 0.90925 1.44808 0.1 0.2 0.0
C -1.63215 1.22181 -0.78033 0.2 0.1 0.0
O -2.55189 1.87850 -1.19072 -0.4 0.1 0.0
C -0.35279 1.79941 -0.29283 0.6 0.0 0.1
P -0.36136 3.33623 0.68093 -0.6 0.6 -0.2
N -1.58360 4.28872 0.49634 0.3 -0.2 0.2
C 0.77977 1.13044 -0.55995 -0.2 0.1 0.2
C 2.16269 1.52295 -0.10998 0.1 -0.2 -0.3
C 3.21681 0.40311 -0.11806 0.0 0.2 0.2
C 4.27971 0.63639 0.96309 -0.5 -0.1 0.1
N 3.85869 0.26010 2.31631 0.1 0.2 -0.2
C 0.63031 -0.11583 -1.38313 0.0 0.0 0.1
O 1.39543 -0.41243 -2.26263 0.2 -0.1 0.1
H -1.22807 -5.16094 -1.70304 0.0 -0.1 0.1
H 0.03699 -5.10939 -2.93020 0.0 0.0 0.0
H 0.48964 -5.02333 -1.22988 -0.1 0.0 0.2
H -4.16112 -0.42208 -1.12384 0.1 0.4 0.1
H -4.90740 -1.70343 2.03925 0.0 -0.1 0.3
H -4.41269 1.78144 1.19092 -0.1 0.0 -0.1
H 0.88285 3.91425 0.38029 0.2 -0.2 0.1
H -0.20339 2.81566 1.97774 0.2 -0.1 0.0
H -1.28763 5.19296 0.15176 -0.2 0.1 -0.1
H 2.11115 1.94188 0.89496 -0.2 0.1 0.1
H 2.51253 2.31814 -0.77343 0.1 0.1 0.1
H 2.75079 -0.56386 0.07727 0.0 -0.1 -0.1
H 3.67514 0.35829 -1.10280 0.0 -0.1 -0.1
H 5.17032 0.07025 0.70072 0.2 0.1 0.1
H 4.50309 1.70248 0.99773 0.4 0.0 -0.1
H 3.21417 0.95056 2.67768 -0.1 -0.1 0.1
H 3.38645 -0.63519 2.30232 0.0 0.0 0.1
```
Positions in Å, forces in eV/Å.

The multiplicity is 1. As for the LUMO energy: -1.4 eV. Its gap between HOMO and LUMO is 7.4 eV. As for the structure (SMILES): C/C(Br)=C(\Br)C1=C(PP(=O)(O)O)C(=O)C([PH2]=N)=C(CCCN)C1=O.

Table of natural (NBO) atomic charges, one value per atom, all in e:
1 C -0.67
2 C -0.04
3 Br 0.09
4 C -0.16
5 Br 0.09
6 C -0.11
7 C -0.30
8 P 0.16
9 P 2.11
10 O -1.09
11 O -0.97
12 O -1.00
13 C 0.53
14 O -0.48
15 C -0.43
16 P 1.35
17 N -1.29
18 C 0.01
19 C -0.46
20 C -0.41
21 C -0.21
22 N -0.83
23 C 0.59
24 O -0.49
25 H 0.24
26 H 0.24
27 H 0.24
28 H 0.04
29 H 0.51
30 H 0.53
31 H -0.07
32 H -0.06
33 H 0.38
34 H 0.21
35 H 0.24
36 H 0.19
37 H 0.22
38 H 0.19
39 H 0.18
40 H 0.35
41 H 0.35

Record 3
DFT (ωB97M-V/def2-TZVPD) results for a molecular structure, C12H17BrI2N3O2RhS.

Structure (XYZ):
```
39
Properties=species:S:1:pos:R:3:forces:R:3
Rh 0.67093 -0.16596 -0.34846 0.0 0.4 0.7
C -1.03379 -1.29761 2.11741 0.1 0.0 0.0
C -1.50732 0.11648 1.83036 0.0 0.0 0.0
N -0.42657 0.95367 1.26397 0.0 -0.1 -0.2
C 0.54261 1.52348 2.22444 0.0 -0.1 0.1
C 1.56797 0.52968 2.74739 0.0 0.0 0.0
S 2.31298 -0.51046 1.43602 -0.1 0.1 -0.5
C 1.91567 -2.20993 1.97904 0.0 0.0 0.0
C 0.74030 -2.81092 1.22269 -0.1 0.0 0.0
N -0.29504 -1.80651 0.95760 0.0 -0.1 0.2
H -0.39519 -1.33306 2.99754 0.0 0.0 0.0
H -1.89922 -1.92660 2.33286 0.0 0.0 0.0
H -2.30428 0.08659 1.08661 0.0 0.0 0.0
H -1.91418 0.56684 2.73864 0.0 0.0 0.0
H -0.85867 1.73784 0.78378 0.0 0.0 0.0
H 1.06059 2.32736 1.70663 0.0 0.0 0.0
H 0.02208 1.96724 3.07789 0.0 0.0 0.0
H 2.39450 1.07769 3.19685 0.0 0.0 0.0
H 1.16828 -0.13749 3.50621 0.0 0.0 0.0
H 2.81518 -2.80017 1.81498 0.0 0.0 0.0
H 1.75792 -2.15251 3.05508 0.0 0.0 0.0
H 1.07212 -3.18454 0.25462 0.0 0.0 0.0
H 0.34499 -3.66021 1.78724 0.0 0.0 0.0
H -0.92333 -2.15707 0.23778 0.0 0.0 0.0
Br 0.92186 3.25646 -0.88235 0.0 0.0 -0.1
C -0.27948 2.36161 -2.03437 0.1 -0.2 0.1
C -0.98625 3.06395 -2.98440 -0.1 0.0 -0.1
C -1.79379 2.34079 -3.85543 0.0 0.1 0.0
C -1.84542 0.96038 -3.75817 0.0 -0.1 0.0
C -1.11413 0.34581 -2.76111 0.0 0.4 -0.1
N -0.36273 1.03976 -1.89594 0.2 0.1 0.0
C -1.07827 -1.13995 -2.59319 -0.1 -0.2 0.3
O -1.60194 -1.85855 -3.39577 0.0 -0.2 -0.1
O -0.46214 -1.52253 -1.49904 0.1 -0.2 -0.4
H -0.89991 4.13887 -3.04681 0.0 0.0 0.0
H -2.36284 2.86221 -4.61367 0.0 0.0 0.0
H -2.42662 0.34296 -4.42864 0.0 0.0 0.0
I 2.77553 -0.25027 -2.17803 -0.3 0.0 0.3
I 4.68757 -0.67531 -4.08025 0.3 -0.1 -0.3
```
Positions in Å, forces in eV/Å.

The multiplicity is 5. As for the LUMO energy (spin up / spin down): -8.5 / -10.2 eV. Its gap between HOMO and LUMO (spin up / spin down) is 6.3 / 5.3 eV. As for the charge: +2.

Table of natural (NBO) atomic charges, one value per atom, all in e:
1 Rh 0.93
2 C -0.25
3 C -0.24
4 N -0.60
5 C -0.25
6 C -0.53
7 S 0.39
8 C -0.53
9 C -0.25
10 N -0.57
11 H 0.20
12 H 0.25
13 H 0.23
14 H 0.23
15 H 0.41
16 H 0.23
17 H 0.24
18 H 0.27
19 H 0.24
20 H 0.27
21 H 0.25
22 H 0.24
23 H 0.24
24 H 0.45
25 Br 0.12
26 C 0.14
27 C -0.25
28 C -0.10
29 C -0.18
30 C 0.11
31 N -0.52
32 C 0.73
33 O -0.52
34 O -0.76
35 H 0.27
36 H 0.26
37 H 0.28
38 I 0.13
39 I 0.49

Record 4
DFT (ωB97M-V/def2-TZVPD) results for a molecular structure, C12H17BrI2P.

Structure (XYZ):
```
33
Properties=species:S:1:pos:R:3:forces:R:3
C -2.98912 -1.74902 0.79547 -0.8 -0.6 1.6
C -2.04704 -1.05029 1.87956 2.4 1.6 -1.6
I -2.57931 -1.37086 3.97466 -0.3 -0.2 -1.1
C -0.93349 -0.23202 1.53309 -3.3 -2.7 2.6
I 0.18460 0.62806 3.23694 -0.4 -0.2 -1.3
P -0.40707 0.16495 -0.27314 1.5 1.8 -1.2
C -2.04064 1.08486 -0.67528 -1.7 -0.7 -0.8
C -1.91896 2.20142 -1.82438 -0.8 1.1 1.9
C -0.79541 3.31648 -1.56434 -0.4 0.1 -0.9
Br -1.80375 1.40630 -3.68039 0.0 0.4 1.0
C 1.38091 -0.53885 0.02250 4.8 -2.2 1.2
C 1.76345 -2.03644 -0.16106 2.8 2.1 1.1
C 3.23072 -2.52902 0.11661 0.0 3.0 0.3
C 4.37516 -1.55607 0.54639 -3.9 1.4 -0.6
C 4.00947 -0.06144 0.71882 -2.5 -2.4 -1.0
C 2.55738 0.40891 0.47809 0.9 -2.8 -0.5
H -3.78120 -0.99814 0.44630 1.3 -1.1 0.2
H -3.57690 -2.57179 1.36008 0.9 1.3 -0.9
H -2.44093 -2.28057 -0.04832 -0.6 1.2 1.1
H 0.12030 1.43727 0.23407 -0.1 -0.2 0.2
H 0.05472 0.50724 -1.62026 0.0 0.0 0.0
H -0.87329 -1.09728 -0.79296 0.0 -0.2 0.4
H -2.76410 0.27994 -1.09529 0.9 1.3 0.6
H -2.55690 1.47148 0.28678 0.9 -0.1 -1.6
H -2.92964 2.76450 -1.82738 1.6 -0.9 -0.4
H -1.20022 3.99588 -0.72618 0.9 -1.1 -1.1
H 0.24032 2.89316 -1.34544 -1.6 0.5 -0.1
H -0.69371 3.95507 -2.51621 -0.2 -0.8 1.4
H 0.98183 -2.80895 -0.50672 1.3 1.4 0.7
H 3.54894 -3.62688 -0.01656 -0.8 1.8 0.2
H 5.45364 -1.89902 0.74352 -2.0 0.4 -0.4
H 4.82261 0.68334 1.03598 -1.5 -1.2 -0.5
H 2.33151 1.51950 0.63742 0.3 -1.8 -0.3
```
Positions in Å, forces in eV/Å.

The multiplicity is 1. As for the LUMO energy: 2.4 eV. Its gap between HOMO and LUMO is 7.1 eV. As for the charge: -1.

Table of natural (NBO) atomic charges, one value per atom, all in e:
1 C -0.68
2 C -0.23
3 I 0.05
4 C -0.39
5 I 0.08
6 P 0.84
7 C -0.77
8 C -0.19
9 C -0.65
10 Br -0.08
11 C -0.25
12 C -0.26
13 C -0.24
14 C -0.27
15 C -0.25
16 C -0.24
17 H 0.23
18 H 0.22
19 H 0.25
20 H -0.19
21 H -0.16
22 H -0.15
23 H 0.21
24 H 0.22
25 H 0.20
26 H 0.21
27 H 0.24
28 H 0.21
29 H 0.22
30 H 0.20
31 H 0.21
32 H 0.21
33 H 0.22

Record 5
DFT (ωB97M-V/def2-TZVPD) results for a molecular structure, C12H17Cl2MnN.

Structure (XYZ):
```
33
Properties=species:S:1:pos:R:3:forces:R:3
Mn 0.28239 2.39187 2.39504 0.3 -0.9 1.1
Cl 2.26233 3.15875 1.87731 0.5 0.4 -0.4
Cl -0.21246 1.54094 4.40224 -0.3 0.1 -0.2
C -0.59723 -1.84838 0.97216 -0.8 1.6 3.0
H -1.58780 -1.43753 1.02907 -0.8 0.3 0.2
H 0.06940 -1.48736 1.75090 0.1 0.3 0.5
C 0.34537 -0.79216 -1.28073 -1.6 -1.1 0.9
C -0.01619 -1.94081 -0.31691 -0.1 -1.9 -3.2
H -0.50935 -0.30487 -1.76777 0.4 0.0 0.2
C 1.18208 -2.91658 -0.16893 0.1 0.4 -0.2
H -0.88383 -2.47021 -0.83741 1.1 0.2 -0.4
C 2.51365 -2.17909 -0.07702 0.5 -0.4 0.1
H 1.02880 -3.50501 0.75218 -0.1 0.1 -0.6
H 1.19398 -3.54796 -1.05682 0.3 -0.4 -0.1
C 2.80383 -1.42082 -1.37088 -0.7 -0.5 0.1
H 2.51261 -1.47077 0.76389 -0.1 -0.1 -0.1
H 3.31876 -2.91518 0.14095 -0.3 0.4 -0.2
C 1.70153 -0.39145 -1.61846 0.7 0.8 0.0
H 3.75660 -0.91677 -1.31448 0.4 0.2 -0.1
H 2.82544 -2.13955 -2.19910 0.1 0.0 0.0
H 1.95717 0.47020 -0.98192 0.2 0.3 -0.2
H 1.70632 -0.05204 -2.65902 0.3 0.2 0.0
C -3.19090 2.22974 -0.67029 0.1 -0.1 0.6
C -2.11260 3.12832 -0.75313 0.3 -0.1 -0.4
C -1.10860 3.05199 0.19381 -1.4 -1.0 0.5
N -1.23941 2.17909 1.22989 0.2 0.4 -0.1
C -2.26050 1.29707 1.34717 0.9 0.6 -0.8
C -3.25798 1.31274 0.38434 -0.3 0.3 -0.6
H -3.96377 2.25577 -1.43409 0.1 0.0 0.2
H -2.02035 3.85265 -1.56564 -0.1 -0.3 0.2
H -0.20223 3.65412 0.19253 -0.2 0.0 -0.1
H -2.21333 0.60300 2.17636 0.0 0.2 0.0
H -4.08373 0.61034 0.46478 0.2 0.1 -0.1
```
Positions in Å, forces in eV/Å.

The multiplicity is 5. As for the LUMO energy (spin up / spin down): 2.6 / 2.5 eV. Its gap between HOMO and LUMO (spin up / spin down) is 4.4 / 3.5 eV. As for the charge: -1.

Table of natural (NBO) atomic charges, one value per atom, all in e:
1 Mn 1.15
2 Cl -0.68
3 Cl -0.67
4 C -0.83
5 H 0.14
6 H 0.14
7 C -0.15
8 C -0.33
9 H 0.16
10 C -0.40
11 H 0.17
12 C -0.40
13 H 0.22
14 H 0.17
15 C -0.39
16 H 0.20
17 H 0.18
18 C -0.48
19 H 0.19
20 H 0.18
21 H 0.20
22 H 0.19
23 C -0.17
24 C -0.27
25 C 0.02
26 N -0.51
27 C 0.05
28 C -0.23
29 H 0.21
30 H 0.22
31 H 0.22
32 H 0.26
33 H 0.23

Record 6
DFT (ωB97M-V/def2-TZVPD) results for a molecular structure, C12H17HfNO8P2.

Structure (XYZ):
```
41
Properties=species:S:1:pos:R:3:forces:R:3
Hf -0.01000 -0.08820 0.97960 1.6 0.6 0.8
C 1.58000 1.67770 1.19240 1.0 0.3 -0.3
C 1.34700 1.45040 -0.18680 0.9 0.3 -0.3
C 1.82910 0.14700 -0.50720 1.1 0.6 -0.1
C 2.39210 -0.40040 0.67650 0.5 0.4 -0.2
C 2.20300 0.52370 1.73260 1.0 0.6 -0.5
H 1.45470 2.61880 1.70780 -0.4 -0.1 0.0
H 1.01110 2.19090 -0.89960 -0.3 -0.2 0.1
H 1.96660 -0.24880 -1.50810 -0.4 -0.1 0.2
H 2.99070 -1.29920 0.72750 -0.5 -0.2 0.1
H 2.65230 0.45310 2.71270 -0.3 -0.2 0.1
C -3.65910 -0.71840 3.18890 -0.1 0.1 0.0
C -2.52990 -0.35010 2.25100 -0.9 0.4 -0.7
O -1.24750 -0.27960 2.89720 0.1 -0.2 0.3
P -2.64020 1.30560 1.47620 -1.6 1.0 0.7
O -3.05530 2.29170 2.62490 0.0 -0.5 -0.1
O -3.76550 1.35920 0.40680 0.4 0.4 0.5
O -1.26030 1.60250 0.96760 -0.1 0.6 0.2
P -2.57490 -1.36480 0.67690 -0.9 -2.3 0.1
O -2.21280 -2.85450 1.13530 0.0 0.9 -0.1
O -3.92160 -1.23770 0.09470 -0.2 0.2 0.0
O -1.41970 -0.83210 -0.17380 -1.1 -0.6 -1.2
H -3.78920 0.03740 3.96290 0.1 0.0 0.0
H -3.46280 -1.68410 3.65770 0.0 0.0 0.0
H -4.58550 -0.80090 2.62110 0.0 0.0 0.0
H -1.06280 -1.15420 3.29400 0.2 0.1 -0.1
H -2.90360 3.22350 2.45250 0.0 0.5 0.0
H -4.04620 0.48290 0.04350 -0.1 -0.4 -0.2
H -2.96140 -3.43600 0.98920 -0.3 -0.4 -0.1
O 0.25200 -1.86630 1.77000 -0.2 -0.9 0.7
N 0.84150 -2.89420 1.12150 0.4 -0.3 0.3
C 0.69080 -3.06870 -0.22550 -0.4 0.0 -1.4
C 1.25610 -4.15230 -0.84480 -0.1 0.4 0.3
C 2.01230 -5.07600 -0.11920 0.1 -0.3 -0.4
C 2.16150 -4.86100 1.25560 -0.3 0.5 0.4
C 1.57300 -3.78200 1.85240 0.7 -0.9 0.9
H 0.07970 -2.34040 -0.74420 0.1 -0.3 0.0
H 1.10160 -4.28310 -1.90260 0.0 0.1 -0.2
H 2.46020 -5.92660 -0.60140 0.0 -0.1 -0.1
H 2.73410 -5.54690 1.85760 0.0 0.0 0.2
H 1.64720 -3.57230 2.90820 0.0 0.0 0.0
```
Positions in Å, forces in eV/Å.

As for the relative energy (zero: lowest compared OMol25 entry of this formula, charge and spin): 0.785 eV. The multiplicity is 2. As for the LUMO energy (spin up / spin down): -3.3 / -3.2 eV. Its gap between HOMO and LUMO (spin up / spin down) is 4.4 / 8.8 eV. As for the charge: +1.

Table of natural (NBO) atomic charges, one value per atom, all in e:
1 Hf 2.28
2 C -0.35
3 C -0.37
4 C -0.38
5 C -0.29
6 C -0.36
7 H 0.27
8 H 0.28
9 H 0.28
10 H 0.28
11 H 0.27
12 C -0.65
13 C -0.47
14 O -0.72
15 P 2.40
16 O -0.96
17 O -0.97
18 O -1.10
19 P 2.36
20 O -0.96
21 O -1.09
22 O -1.12
23 H 0.25
24 H 0.24
25 H 0.27
26 H 0.54
27 H 0.54
28 H 0.56
29 H 0.53
30 O -0.72
31 N -0.08
32 C -0.12
33 C -0.19
34 C -0.31
35 C -0.21
36 C -0.07
37 H 0.22
38 H 0.23
39 H 0.23
40 H 0.23
41 H 0.22

Number 1: calculated total energy -938.0710 Eh. Number 2: calculated total energy -7125.2686 Eh. Number 3: calculated total energy -4459.7403 Eh. Number 4: calculated total energy -3977.9516 Eh. Number 5: calculated total energy -2593.4965 Eh. Number 6: calculated total energy -1854.8693 Eh.